(1)
A molecular structure, C49H123BeN8O16 in a non-equilibrium geometry. Source: the Open Molecules 2025 dataset; level of theory: the ωB97M-V functional and the def2-TZVPD basis.

CARTESIAN COORDINATES (ANGSTROEM)
1 Be -2.30629 -4.13607 -0.55726
2 C 0.62781 -0.40589 0.74483
3 C -0.39448 -0.83038 -0.32024
4 C 0.21703 -0.83165 -1.70039
5 O -0.99589 -2.07622 -0.08458
6 H 0.20845 -0.43786 1.75381
7 H 0.85738 0.65484 0.61339
8 H 1.53677 -1.00766 0.78257
9 H -1.15613 -0.03497 -0.31167
10 H 1.04289 -1.54514 -1.69612
11 H 0.61558 0.16980 -1.89506
12 H -0.45759 -1.04926 -2.52947
13 C -5.04160 -4.59540 7.21353
14 O -4.19697 -3.66579 6.57477
15 C -4.66277 -3.13508 5.35634
16 C -3.49460 -2.33515 4.76780
17 N -3.77992 -1.83043 3.42091
18 C -2.80188 -0.75171 3.17859
19 C -3.06671 0.02447 1.88181
20 O -4.26736 0.75844 1.92719
21 C -4.29990 1.74080 0.90095
22 H -4.72125 -4.71797 8.24589
23 H -4.98968 -5.55411 6.69082
24 H -6.06247 -4.20452 7.19443
25 H -5.48853 -2.43270 5.51954
26 H -5.04002 -3.90102 4.66850
27 H -2.63353 -2.99610 4.89107
28 H -3.38366 -1.64232 5.60761
29 H -4.75903 -1.57063 3.42789
30 H -1.80235 -1.16994 3.04439
31 H -2.74084 -0.06884 4.02962
32 H -3.15284 -0.73127 1.09209
33 H -2.15026 0.56483 1.62947
34 H -5.31677 1.86687 0.52989
35 H -3.65853 1.44062 0.07053
36 H -3.96995 2.69941 1.30403
37 C -0.57146 -3.78445 2.39246
38 O -0.69971 -4.67715 1.29294
39 C 0.59149 -5.04677 0.88224
40 C 0.41988 -6.01447 -0.27529
41 N -0.34659 -5.51185 -1.43485
42 C 0.37647 -4.45349 -2.13499
43 C -0.41509 -3.98335 -3.34716
44 O -1.70286 -3.62339 -2.84758
45 C -2.62923 -3.31808 -3.90129
46 H -0.19915 -4.34907 3.25278
47 H -1.58744 -3.46315 2.61607
48 H 0.07901 -2.92954 2.20982
49 H 1.27522 -5.46650 1.62207
50 H 1.11285 -4.19305 0.43574
51 H 0.00073 -6.95735 0.07601
52 H 1.45568 -6.23161 -0.56015
53 H -0.39134 -6.22692 -2.15311
54 H 1.36885 -4.80714 -2.44439
55 H 0.72720 -3.64920 -1.48752
56 H -0.50611 -4.86038 -3.99378
57 H 0.04687 -3.09359 -3.77564
58 H -3.67860 -3.26414 -3.61819
59 H -2.62575 -4.05717 -4.70790
60 H -2.36693 -2.38931 -4.41286
61 C 3.10163 -0.86048 -4.22809
62 O 3.11585 0.30299 -5.03204
63 C 2.18889 0.24431 -6.12090
64 C 1.61508 1.68802 -6.20349
65 N 0.74607 1.82875 -7.37028
66 C 0.46808 3.26203 -7.53119
67 C -0.47507 3.53753 -8.70483
68 O 0.21630 3.37999 -9.91576
69 C -0.36002 3.98989 -11.04932
70 H 3.95021 -0.80352 -3.55179
71 H 3.22689 -1.73396 -4.88011
72 H 2.12702 -1.02645 -3.75983
73 H 1.41343 -0.49399 -5.91659
74 H 2.78816 0.03452 -7.01000
75 H 2.40718 2.44534 -6.25454
76 H 1.11967 1.92346 -5.25891
77 H 1.33253 1.55065 -8.15027
78 H 1.39779 3.80645 -7.72317
79 H -0.03110 3.67894 -6.65587
80 H -0.77414 4.57612 -8.50775
81 H -1.42960 3.00445 -8.67562
82 H -1.38769 3.62858 -11.15307
83 H 0.25748 3.91198 -11.93890
84 H -0.51493 5.05923 -10.86074
85 C 0.20611 3.79006 1.07775
86 O -0.23567 4.43352 2.26199
87 C -1.30856 3.68619 2.83473
88 C -1.74042 4.43143 4.07141
89 N -2.51824 5.61064 3.67052
90 C -2.71190 6.55824 4.79530
91 C -4.02006 6.30304 5.48146
92 O -3.96523 6.94105 6.73162
93 C -5.09987 6.65728 7.53871
94 H 0.97420 4.45233 0.68211
95 H -0.61992 3.67240 0.37180
96 H 0.62526 2.81871 1.35679
97 H -0.92775 2.67696 3.02890
98 H -2.12349 3.58656 2.11240
99 H -0.90786 4.59870 4.76028
100 H -2.38881 3.73941 4.61849
101 H -2.07664 6.10173 2.90699
102 H -2.46621 7.53328 4.37612
103 H -1.98057 6.35069 5.58423
104 H -4.08074 5.21424 5.57130
105 H -4.82465 6.70646 4.85793
106 H -5.30026 5.59109 7.65061
107 H -5.90982 7.26061 7.11972
108 H -4.97322 7.06896 8.54044
109 C 3.72095 -2.14932 -0.84001
110 O 4.92817 -1.59111 -1.30707
111 C 5.43740 -0.53221 -0.55211
112 C 6.52665 0.18777 -1.35910
113 N 6.09293 0.77938 -2.60850
114 C 7.06278 1.67510 -3.25974
115 C 7.89752 0.86202 -4.26450
116 O 7.12850 0.18108 -5.23077
117 C 6.23702 0.92607 -6.03277
118 H 3.79030 -2.60698 0.15066
119 H 3.32582 -2.88897 -1.53825
120 H 2.95061 -1.37351 -0.83953
121 H 5.84997 -0.84379 0.41391
122 H 4.63888 0.17407 -0.29324
123 H 7.27592 -0.58456 -1.57583
124 H 6.99864 0.98274 -0.78211
125 H 5.77743 0.12335 -3.30974
126 H 7.73210 2.17038 -2.55669
127 H 6.52112 2.45153 -3.80108
128 H 8.37380 0.07083 -3.68424
129 H 8.64079 1.48675 -4.76907
130 H 5.44228 1.41759 -5.46838
131 H 5.81138 0.17190 -6.69311
132 H 6.77143 1.66425 -6.63851
133 C -3.71804 -1.16229 -1.77227
134 O -3.77436 -2.30944 -0.94734
135 C -4.94661 -2.35143 -0.15250
136 C -4.90397 -3.66434 0.58615
137 N -3.53782 -3.79242 1.10500
138 C -3.43106 -5.04539 1.80994
139 C -3.30758 -6.27271 0.89116
140 O -2.41927 -6.09745 -0.20062
141 C -2.24675 -7.17411 -1.08085
142 H -2.80020 -1.28679 -2.34404
143 H -3.70966 -0.28410 -1.12880
144 H -4.53056 -1.09850 -2.50171
145 H -5.77774 -2.36625 -0.86112
146 H -5.08922 -1.51910 0.53870
147 H -5.13768 -4.48941 -0.09024
148 H -5.69165 -3.72387 1.34287
149 H -3.40108 -3.01600 1.75312
150 H -4.26647 -5.24315 2.48891
151 H -2.58743 -5.12950 2.49917
152 H -4.32757 -6.36230 0.49751
153 H -3.09124 -7.19930 1.42371
154 H -1.63754 -7.98886 -0.68145
155 H -1.70678 -6.80101 -1.95032
156 H -3.19500 -7.59604 -1.42326
157 C -1.82466 -0.76524 7.71067
158 O -1.11923 0.05749 6.82037
159 C 0.23117 -0.31133 6.63862
160 C 0.69270 -0.18527 5.18975
161 N 2.11355 0.07685 4.96091
162 C 2.44039 -0.00572 3.51287
163 C 3.92076 0.33458 3.28609
164 O 4.26790 1.57056 3.89453
165 C 3.99452 2.78773 3.26694
166 H -1.94256 -1.79961 7.38027
167 H -2.82454 -0.33351 7.77714
168 H -1.40593 -0.69287 8.71814
169 H 0.36148 -1.36553 6.90412
170 H 0.90956 0.21378 7.31666
171 H 0.10306 0.59426 4.68710
172 H 0.43014 -1.07547 4.61246
173 H 2.39299 1.03270 5.15177
174 H 1.83412 0.69249 2.92681
175 H 2.27861 -1.00372 3.10159
176 H 4.16237 0.39421 2.22029
177 H 4.54765 -0.44568 3.71545
178 H 4.18952 3.61690 3.94679
179 H 2.95674 2.93931 2.95151
180 H 4.65978 2.91467 2.40723
181 C 3.01500 2.52783 -1.54040
182 C 3.41827 3.52802 -2.64267
183 C 2.67807 4.84751 -2.55393
184 O 1.25056 4.70830 -2.51845
185 C 0.53639 5.92936 -2.44176
186 N 4.85042 3.68688 -2.34989
187 H 1.94536 2.29758 -1.54813
188 H 3.30284 2.75543 -0.51154
189 H 3.44819 1.52834 -1.63578
190 H 3.25276 3.01392 -3.59464
191 H 2.85073 5.40168 -3.48255
192 H 2.93032 5.37830 -1.63255
193 H -0.53712 5.75829 -2.36875
194 H 0.71618 6.64566 -3.24692
195 H 0.76317 6.43594 -1.49701
196 H 5.15152 4.16409 -3.20078
197 H 5.18662 2.74140 -2.49575

As for the strongest force on any atom: 0.0563 hartree/bohr. The calculation puts the HOMO energy at -9.5 eV. The total charge is +1.

***

(2)
10 unconnected molecules or ions with the total composition C49H127N9O15 in a non-equilibrium geometry. Source: the Open Molecules 2025 dataset; level of theory: the ωB97M-V functional and the def2-TZVPD basis.

CARTESIAN COORDINATES (ANGSTROEM)
1 C 22.82551 -11.02518 -14.17298
2 O 22.85295 -10.16591 -13.10934
3 C 21.60033 -9.46298 -12.92596
4 C 21.93956 -8.32816 -11.89198
5 C 22.26254 -8.74163 -10.44302
6 N 20.71693 -7.50424 -11.71211
7 H 23.85562 -11.34971 -14.32012
8 H 22.71921 -10.40379 -15.06218
9 H 22.11891 -11.85306 -14.11437
10 H 21.15591 -9.00714 -13.81072
11 H 20.83712 -10.09774 -12.47574
12 H 22.64401 -7.58403 -12.26364
13 H 21.38261 -9.28857 -10.10438
14 H 22.49394 -7.91869 -9.76675
15 H 23.10936 -9.42475 -10.37698
16 H 20.89086 -6.81962 -10.99021
17 H 20.00803 -8.11489 -11.33176
18 C 25.39865 -7.90258 -4.23799
19 O 24.05637 -8.39294 -4.46082
20 C 23.21770 -7.45485 -5.07555
21 C 21.95869 -8.22162 -5.59343
22 C 22.20919 -9.23482 -6.70422
23 N 20.95620 -7.35049 -6.10815
24 H 25.73736 -7.62915 -5.23730
25 H 26.07031 -8.71005 -3.94649
26 H 25.51664 -7.06499 -3.55051
27 H 22.90196 -6.70351 -4.35174
28 H 23.59395 -6.98527 -5.98441
29 H 21.55833 -8.81110 -4.76861
30 H 22.86331 -9.99234 -6.27249
31 H 22.68622 -8.87501 -7.61585
32 H 21.35971 -9.78772 -7.10521
33 H 20.02815 -7.72429 -6.24631
34 H 20.91864 -6.60873 -5.42367
35 C 18.22902 -14.55405 -6.03203
36 O 18.03315 -14.17632 -7.40312
37 C 19.17732 -13.61282 -8.04956
38 C 18.82657 -13.31750 -9.51837
39 C 18.77761 -14.65096 -10.36317
40 N 19.90785 -12.49418 -10.07950
41 H 17.30181 -14.98323 -5.65234
42 H 18.50008 -13.66872 -5.45686
43 H 19.03403 -15.26896 -5.86181
44 H 19.54012 -12.75653 -7.48101
45 H 19.87346 -14.44842 -7.97706
46 H 17.89151 -12.75892 -9.56022
47 H 18.05540 -15.39690 -10.03137
48 H 19.71792 -15.20174 -10.38658
49 H 18.49393 -14.48333 -11.40217
50 H 20.77368 -12.97804 -9.88897
51 H 19.90556 -12.44967 -11.08851
52 C 25.81613 -10.08112 -10.91910
53 O 27.09484 -10.69190 -10.55146
54 C 27.58014 -11.60398 -11.55737
55 C 29.00052 -12.18929 -11.17202
56 C 30.02592 -10.99931 -11.03436
57 N 29.43270 -13.20142 -12.13540
58 H 25.40516 -9.43831 -10.14066
59 H 24.99417 -10.75823 -11.15150
60 H 25.81176 -9.54853 -11.87012
61 H 26.81570 -12.37142 -11.67893
62 H 27.52436 -11.18300 -12.56124
63 H 29.08945 -12.61130 -10.17097
64 H 30.01615 -10.34824 -11.90849
65 H 31.05790 -11.32318 -10.89931
66 H 29.83723 -10.35409 -10.17636
67 H 28.75697 -13.92691 -11.94264
68 H 30.34375 -13.49501 -11.81307
69 C 19.89057 -18.60562 -7.34872
70 O 21.28907 -18.66897 -7.57475
71 C 21.86651 -17.54992 -8.23491
72 C 23.40916 -17.66490 -8.16566
73 N 24.14313 -16.48445 -8.65953
74 C 25.62305 -16.78738 -8.71674
75 C 26.34304 -16.99508 -7.34144
76 O 26.04770 -18.34410 -6.91153
77 C 26.47192 -18.53418 -5.57170
78 H 19.52696 -17.86251 -6.63903
79 H 19.73718 -19.62016 -6.98094
80 H 19.30510 -18.34295 -8.22981
81 H 21.58831 -16.54618 -7.91363
82 H 21.52038 -17.59527 -9.26751
83 H 23.68007 -18.56066 -8.72451
84 H 23.69168 -17.86172 -7.13146
85 H 24.07164 -15.73324 -7.98821
86 H 26.00278 -15.88835 -9.20219
87 H 25.83179 -17.62033 -9.38810
88 H 26.09518 -16.29776 -6.54118
89 H 27.40995 -16.90807 -7.54696
90 H 26.17669 -17.66171 -4.98882
91 H 27.55824 -18.47086 -5.50827
92 H 26.15733 -19.46752 -5.10477
93 C 25.80979 -12.19490 -5.94231
94 O 27.09188 -11.63205 -6.23521
95 C 27.03823 -10.62552 -7.18298
96 C 28.52300 -10.20685 -7.48126
97 N 28.95285 -9.15278 -6.50316
98 C 30.30724 -8.56583 -6.89368
99 C 30.92806 -7.81488 -5.70498
100 O 31.25581 -8.72728 -4.65259
101 C 31.27339 -8.16717 -3.34046
102 H 25.14510 -12.21813 -6.80588
103 H 25.32274 -11.76312 -5.06799
104 H 26.01067 -13.24608 -5.73551
105 H 26.41925 -9.81809 -6.79182
106 H 26.50941 -11.03917 -8.04167
107 H 28.51029 -9.81173 -8.49704
108 H 29.13576 -11.10818 -7.46606
109 H 28.87440 -9.53726 -5.57250
110 H 30.12180 -7.95959 -7.78035
111 H 31.09118 -9.31895 -6.97330
112 H 30.20986 -7.03697 -5.44585
113 H 31.84768 -7.29276 -5.96920
114 H 31.83977 -8.77199 -2.63229
115 H 30.34627 -7.80997 -2.89218
116 H 31.76784 -7.20520 -3.47547
117 C 20.35551 -13.04462 -17.37447
118 O 21.54143 -13.74559 -16.92071
119 C 21.16397 -14.97712 -16.32111
120 C 22.46259 -15.73240 -16.11967
121 N 22.39427 -16.83812 -15.11475
122 C 21.37683 -17.81581 -15.37312
123 C 21.73407 -19.08967 -14.72003
124 O 21.20551 -19.16206 -13.39364
125 C 21.68468 -20.21845 -12.61492
126 H 19.94339 -13.63748 -18.19103
127 H 20.62067 -12.11367 -17.87560
128 H 19.54582 -12.80665 -16.68463
129 H 20.56207 -15.56092 -17.01753
130 H 20.64867 -14.87724 -15.36582
131 H 23.30002 -15.05076 -15.97070
132 H 22.82985 -16.23343 -17.01533
133 H 22.30685 -16.42472 -14.19738
134 H 21.16292 -17.94351 -16.43428
135 H 20.41648 -17.51313 -14.95573
136 H 22.80286 -19.30253 -14.74173
137 H 21.23817 -19.89132 -15.26734
138 H 21.80268 -21.18292 -13.10886
139 H 21.02634 -20.25586 -11.74700
140 H 22.66218 -19.91097 -12.24336
141 C 22.04511 -16.51523 -11.72152
142 O 22.57576 -15.59934 -12.65879
143 C 22.34347 -14.19904 -12.45503
144 C 23.27015 -13.51566 -11.47405
145 N 23.03577 -13.92431 -10.05601
146 C 23.47747 -12.91610 -9.08305
147 C 22.69462 -13.17475 -7.83995
148 O 23.36398 -14.23779 -7.07657
149 C 22.78817 -14.48592 -5.83789
150 H 20.95740 -16.53379 -11.78982
151 H 22.43046 -16.29179 -10.72670
152 H 22.44968 -17.46436 -12.07304
153 H 21.29976 -13.98309 -12.22675
154 H 22.38531 -13.83639 -13.48209
155 H 23.23081 -12.43546 -11.61442
156 H 24.29374 -13.75322 -11.76376
157 H 23.54222 -14.76786 -9.82793
158 H 23.17076 -11.91669 -9.39164
159 H 24.56246 -12.86717 -8.99085
160 H 21.65508 -13.38702 -8.08975
161 H 22.67910 -12.28291 -7.21347
162 H 22.89711 -13.65968 -5.13535
163 H 23.29355 -15.33240 -5.37296
164 H 21.76485 -14.81199 -6.02388
165 C 24.14872 -17.87325 -2.33223
166 O 23.33356 -16.78916 -2.69222
167 C 22.18313 -17.16132 -3.46727
168 C 21.24832 -16.02744 -3.40956
169 N 20.35765 -16.01931 -2.26060
170 C 21.06091 -16.12886 -0.97278
171 C 20.13143 -15.92053 0.23668
172 O 19.83049 -14.48756 0.29268
173 C 19.39543 -14.10993 1.57027
174 H 24.72612 -18.14441 -3.21608
175 H 23.61359 -18.77188 -2.02531
176 H 24.88539 -17.66773 -1.55559
177 H 21.80211 -18.04894 -2.96226
178 H 22.56235 -17.37168 -4.46729
179 H 20.70180 -16.06888 -4.35174
180 H 21.84480 -15.11565 -3.37913
181 H 19.73782 -15.22325 -2.21365
182 H 21.81054 -15.33854 -1.01220
183 H 21.60641 -17.06550 -0.85772
184 H 20.54468 -16.33771 1.15499
185 H 19.18062 -16.43413 0.09427
186 H 19.99083 -14.52169 2.38518
187 H 18.37237 -14.46750 1.68677
188 H 19.25489 -13.03980 1.72243
189 C 25.34817 -18.94860 -12.88743
190 C 25.69000 -19.82486 -11.64395
191 C 25.88206 -21.30701 -12.10601
192 O 26.80208 -19.32584 -10.98672
193 H 24.86519 -18.06759 -12.46475
194 H 24.63881 -19.38074 -13.59321
195 H 26.14697 -18.56995 -13.52511
196 H 24.87558 -19.74793 -10.92362
197 H 26.65404 -21.53139 -12.84209
198 H 24.91896 -21.66839 -12.46648
199 H 26.18719 -21.91537 -11.25461
200 H 26.85534 -19.81103 -10.16006

Its SMILES is COC[C@H](C)N.COC[C@H](C)N.COC[C@H](C)N.COC[C@H](C)N.COCCNCCOC.COCCNCCOC.COCCNCCOC.COCCNCCOC.COCCNCCOC.CC(C)O. As for the strongest force on any atom: 0.0563 hartree/bohr. The calculation puts the HOMO energy at -8.2 eV.

***

Values for energy relative to the best compared isomer or geometry (same formula, charge and spin), eV, ordered as above
0.000, 3.501
Values for E, eV, ordered as above
-97871.609, -96982.846
Values for Kohn-Sham gap, eV, ordered as above
7.121, 8.762